The following is a DFT calculation (the ωB97M-V functional and the def2-TZVPD basis) of 2 unconnected molecules or ions with the total composition C15H18O2.

Cartesian coordinates (Å):
C1 -1.32742 0.19561 -2.62052
C2 -0.81785 1.55585 -2.28960
C3 -1.25302 1.92813 -0.95588
C4 -2.56740 2.50173 -0.70536
C5 -3.03412 2.76199 0.55014
C6 -2.25572 2.33023 1.63023
O1 -2.68086 2.35097 2.95895
C7 -0.93174 1.95441 1.44604
C8 -0.42715 1.65553 0.19327
H1 -2.19838 -0.16574 -1.96942
H2 -0.73852 -0.69621 -2.42357
H3 -1.63163 0.20192 -3.65118
H4 0.32856 1.63167 -2.62742
H5 -1.23023 2.29686 -3.01481
H6 -3.11465 2.87835 -1.59253
H7 -3.69918 3.76222 0.56030
H8 -3.49938 1.86810 2.95652
H9 -0.23202 1.45836 2.17582
H10 0.46561 1.21656 0.33097
C9 -0.37485 -2.83653 0.78723
C10 0.95207 -2.26476 0.75080
C11 1.36073 -1.51075 -0.36807
C12 2.67207 -1.00964 -0.57797
C13 3.59739 -1.24843 0.38434
O2 4.92116 -0.61189 0.34730
C14 3.38908 -2.18109 1.37741
C15 1.99985 -2.46064 1.67706
H11 -0.74420 -3.41407 -0.03845
H12 -1.19775 -2.20003 0.57279
H13 -0.70664 -3.37012 1.63688
H14 0.63635 -1.18845 -1.09868
H15 2.83994 -0.57528 -1.55011
H16 5.55188 -1.37452 0.27295
H17 4.01016 -2.39021 2.27923
H18 1.93785 -3.05008 2.59536

The SMILES is CCc1ccc(O)cc1.Cc1ccc(O)cc1. Its net charge is 0. The calculation puts the HOMO-LUMO gap at 9.008 eV. The LUMO energy comes out at 0.0253 Eh.


The following is a DFT calculation (the ωB97M-V functional and the def2-TZVPD basis) of 2 unconnected molecules or ions with the total composition C2H3FINO.

Cartesian coordinates (Å):
C1 -0.22361 0.05703 0.65050
C2 1.17439 0.52551 0.58917
N1 -0.81289 -0.98158 -1.35604
O1 -1.15878 -0.11060 1.33766
F1 1.47116 0.94463 -0.69013
I1 -2.65423 -1.32844 -0.81450
H1 1.63937 -0.35904 0.85619
H2 1.19388 1.36153 1.31900
H3 -0.62929 -0.10905 -1.89186

As for the multiplicity: 3. Its net charge is 0. The calculation puts the HOMO-LUMO gap (spin up / spin down) at 6.775 / 7.436 eV. The LUMO energy (spin up / spin down) comes out at 0.0083 / -0.0649 Eh.


The following is a DFT calculation (the ωB97M-V functional and the def2-TZVPD basis) of a molecular structure, C29H20F4N6O6Rh.

Cartesian coordinates (Å):
Rh1 -0.03617 -0.45141 -1.35395
C1 5.66770 -3.24919 -3.97085
O1 5.88493 -2.96766 -2.58707
C2 4.91855 -2.37672 -1.89669
C3 5.24182 -2.10328 -0.53240
C4 4.33358 -1.49397 0.25513
C5 3.04045 -1.12175 -0.23947
C6 2.13079 -0.43611 0.55827
C7 2.44117 -0.10346 1.99139
O2 0.97038 -0.00965 0.21013
C8 2.71655 -1.45934 -1.58632
O3 1.54193 -1.27577 -2.10092
C9 3.68335 -2.04856 -2.41312
H1 6.59857 -3.66939 -4.33507
H2 5.43730 -2.33488 -4.51809
H3 4.86317 -3.97533 -4.09192
H4 6.21894 -2.38214 -0.16575
H5 4.59331 -1.28537 1.28326
H6 3.38797 0.42664 2.07509
H7 2.51101 -1.02823 2.56690
H8 1.65007 0.52072 2.39867
H9 3.41012 -2.24700 -3.43763
F1 -2.14709 -0.59971 1.59720
C10 -2.35039 -1.20895 2.76175
C11 -3.12939 -0.61176 3.67320
F2 -3.67092 0.55144 3.37516
C12 -3.38247 -1.18869 4.98967
C13 -2.72475 -2.47140 5.22133
C14 -1.93291 -3.05479 4.30966
F3 -1.36629 -4.21413 4.59751
C15 -1.68744 -2.47601 3.00127
C16 -0.88117 -3.07888 2.07850
C17 -0.71236 -2.54777 0.75938
N1 -0.59051 -2.14247 -0.30508
C18 -0.04635 -4.21752 2.34102
N2 0.69778 -5.07945 2.48896
F4 -2.92059 -3.07840 6.37191
C19 -4.14977 -0.57688 5.92437
C20 -4.36994 -1.10642 7.24302
N3 -4.56884 -1.45844 8.31729
C21 -4.80948 0.68286 5.70834
N4 -5.33062 1.69867 5.59043
C22 -2.50574 3.61595 -0.06888
C23 -2.87270 3.41579 -1.53718
C24 -1.68534 2.98295 -2.40499
C25 -2.15955 2.80772 -3.88181
C26 -1.11186 2.33212 -4.88160
C27 -0.60462 4.06490 -2.40565
O4 -0.87363 5.23025 -2.52077
N5 0.71683 3.64627 -2.30452
C28 1.18531 2.35212 -2.13378
O5 2.35155 2.07725 -2.05924
N6 0.17514 1.40292 -2.02656
C29 -1.11653 1.69084 -1.94447
O6 -1.80281 0.71778 -1.48183
H10 -3.39266 3.85474 0.51592
H11 -1.80022 4.43973 0.05103
H12 -2.06273 2.71257 0.35796
H13 -3.25605 4.34611 -1.95415
H14 -3.64918 2.65568 -1.63059
H15 -2.53864 3.78459 -4.18370
H16 -3.00167 2.11337 -3.86460
H17 -0.26261 3.01547 -4.93805
H18 -1.55631 2.28354 -5.87432
H19 -0.73052 1.33756 -4.64402
H20 1.42258 4.37033 -2.33866

Its net charge is +1. The calculation puts the HOMO-LUMO gap (spin up / spin down) at 5.493 / 5.494 eV. The LUMO energy (spin up / spin down) comes out at -0.2250 / -0.2250 Eh.


The following is a DFT calculation (the ωB97M-V functional and the def2-TZVPD basis) of a molecular structure, C18H40IrOP2Si.

Cartesian coordinates (Å):
P1 0.40005 -1.49023 -0.22763
P2 0.02651 1.76126 0.96485
C1 0.21444 0.05310 -1.21920
C2 0.66572 1.42429 -0.68650
H1 -0.83219 0.06408 -1.54665
H2 0.79139 -0.22332 -2.09653
H3 1.76162 1.49884 -0.67456
H4 0.28846 2.23097 -1.32288
C3 -1.65662 2.44048 0.88640
H5 -1.73727 3.21392 1.66395
H6 -2.36758 1.63320 1.11835
H7 -1.82768 2.86111 -0.11440
C4 1.07980 2.93735 1.83310
H8 1.08108 3.88081 1.26397
H9 2.10026 2.53680 1.89928
H10 0.69405 3.08712 2.85309
C5 -0.81275 -2.75062 -0.65907
H11 -0.78070 -3.55387 0.08076
H12 -0.58181 -3.16580 -1.64622
H13 -1.81476 -2.31560 -0.65706
C6 2.04620 -2.15807 -0.52227
H14 2.79301 -1.54171 -0.00959
H15 2.25406 -2.18860 -1.59831
H16 2.07990 -3.17529 -0.10991
Ir1 -0.20411 -0.46115 1.50387
C7 0.45709 1.28115 -3.73131
C8 -0.86538 1.31955 -3.45525
C9 -1.93097 0.62885 -4.22270
C10 -1.54791 -0.79728 -4.69595
C11 -0.81383 -1.58646 -3.66061
C12 0.51542 -1.80373 -3.63628
C13 1.54819 -0.99915 -4.38471
C14 1.14893 0.44973 -4.76994
C15 0.34548 -2.31500 2.32137
H17 1.14042 1.99578 -3.24538
H18 -1.24454 2.01213 -2.70093
H19 -2.22662 1.20941 -5.11010
H20 -2.83118 0.56634 -3.58989
H21 -2.48430 -1.33661 -4.91859
H22 -1.00252 -0.74607 -5.65058
H23 -1.47987 -2.13529 -2.99333
H24 0.91846 -2.70859 -3.16051
H25 1.81583 -1.51024 -5.32619
H26 2.48775 -1.00306 -3.80660
H27 2.10164 0.97580 -4.98844
H28 0.58361 0.43610 -5.71664
H29 1.28431 -2.11290 2.86502
H30 0.50861 -3.14187 1.61161
H31 -0.45677 -2.58553 3.03726
C16 1.43184 0.03845 5.10944
Si1 -0.36370 0.51120 4.71149
C17 -1.50634 -0.74679 5.54107
C18 -0.62184 2.28165 5.34493
O1 -0.72467 0.47679 3.13020
H32 1.61681 0.05035 6.19507
H33 2.13422 0.73870 4.63970
H34 1.66713 -0.96600 4.73939
H35 -1.45529 -0.68969 6.63487
H36 -2.54628 -0.59597 5.22474
H37 -1.23182 -1.75928 5.22347
H38 0.15825 2.96981 4.98542
H39 -1.59114 2.69710 5.03014
H40 -0.60011 2.30160 6.44188

As for the multiplicity: 6. Its net charge is +2. The calculation puts the HOMO-LUMO gap (spin up / spin down) at 4.758 / 4.994 eV. The LUMO energy (spin up / spin down) comes out at -0.2268 / -0.3501 Eh.


Relative energy (zero: lowest compared OMol25 entry of this formula, charge and spin) (kcal/mol)
96.3 40.3 12.0 63.7
Electronic energy (eV)
-19938.1319 -16472.4879 -65491.6578 -50634.3142